Entry 1:
A molecular structure, C25H56AlN2O10S2 at a distorted geometry. Source: the Open Molecules 2025 dataset; level of theory: the ωB97M-V functional and the def2-TZVPD basis.

Properties
Total energy in eV: -78545.034
Orbital gap in eV: 6.920
E_HOMO in eV: -5.32
LUMO energy in eV: 1.60

Geometry as ORCA input:
```
! wB97M-V def2-TZVPD RIJCOSX def2/J DEFGRID3
* xyz -1 1
H -9.533 0.671 -8.354
H 4.615 -2.576 3.552
H 7.048 3.919 7.649
H 7.586 2.445 9.955
H 4.868 -3.243 1.804
C 1.712 -4.406 3.223
C 5.768 -0.669 4.998
H -8.880 1.642 -7.030
H -9.547 2.446 -8.492
C -0.505 -2.110 -0.946
C 1.079 -1.527 4.510
H -1.293 -0.690 6.099
O 7.058 1.859 8.047
H -0.524 -2.428 -2.075
S -2.301 -1.775 -0.385
O 7.496 2.843 5.186
H -6.682 3.260 -8.949
O -5.301 0.774 -7.056
H -4.509 -1.523 -8.288
H 0.976 1.840 5.076
C -0.702 0.211 5.641
C 8.401 1.751 5.391
H 5.469 3.129 7.920
H -4.676 2.546 -7.800
O 4.777 -1.063 1.961
O 6.524 -0.009 1.596
O -5.873 -0.715 -9.663
C 0.241 -3.253 -0.030
H -5.025 1.367 -9.034
H 8.712 -0.343 4.983
H -1.721 -0.309 -3.463
C -4.925 2.632 -1.282
H 2.031 -2.110 4.927
H 6.030 -1.684 4.692
C -2.789 -0.003 -0.903
C -4.811 -0.830 -10.598
C 6.454 3.012 7.458
H 0.103 -2.168 4.700
H 9.291 1.999 4.801
O 1.284 -1.241 3.051
H 0.291 -4.263 -0.664
H 4.890 -0.708 5.649
H -0.756 1.173 6.310
H -5.478 2.954 -2.290
H 0.052 -1.079 -0.811
Al 2.262 -2.656 2.260
H 2.508 -3.596 -0.246
H -6.131 -2.268 -8.368
H -3.434 1.487 -3.341
C -6.763 2.431 -8.237
H 5.696 3.679 5.577
C 6.279 2.827 5.944
H -3.842 -0.628 -10.129
C 0.912 -0.134 5.398
C 4.321 -2.401 2.428
H -3.046 -1.761 -3.275
C -5.389 1.765 -8.087
H -4.815 -1.827 -11.044
C 1.800 -2.791 0.253
C -8.982 1.587 -8.121
C 7.897 0.385 4.909
H -5.933 -1.001 -6.319
O 1.510 1.038 4.740
H -1.135 0.489 4.567
H 2.073 -1.745 -0.225
H -7.123 -0.206 -7.314
H 0.537 -4.400 3.416
H 8.734 1.718 6.428
H -2.914 -0.655 -4.880
H 8.704 2.984 8.659
C -2.832 -0.683 -3.689
H -0.294 -3.461 0.994
O 6.833 -0.088 5.731
H -4.967 -0.086 -11.379
H 8.674 1.288 9.152
C -5.089 1.035 -0.953
S -1.704 1.249 -0.522
H -4.924 0.235 -3.681
H 2.225 -4.430 4.285
H 7.591 0.459 3.860
H -5.021 0.905 0.230
C -5.585 -1.319 -8.401
H -6.194 0.732 -1.251
C 8.055 2.174 9.007
N -4.100 0.127 -1.645
H 1.446 -0.245 6.454
H -5.422 3.302 -0.434
H 5.690 1.941 5.710
O -7.721 1.516 -8.764
C -6.058 -0.428 -7.244
C -3.921 0.448 -3.112
H -7.081 2.832 -7.269
H -3.823 3.011 -1.390
H 5.501 -0.065 4.122
H 2.020 -5.378 2.643
N 6.054 -1.143 1.488
*
```

Entry 2:
A single C3H4N2O2 molecule. Source: the Open Molecules 2025 dataset; level of theory: the ωB97M-V functional and the def2-TZVPD basis.

Properties
Total energy in eV: -10246.841
Orbital gap in eV: 7.812
E_HOMO in eV: -8.03
ΔE to the lowest compared entry with this formula, charge and spin in kJ/mol: 523.3
LUMO energy in eV: -0.22

Geometry as ORCA input:
```
! wB97M-V def2-TZVPD RIJCOSX def2/J DEFGRID3
* xyz 0 1
C 0.116 -0.369 0.642
H 1.835 -0.358 1.704
H -0.369 1.715 0.781
N 0.854 -0.607 1.806
C -0.694 0.693 -1.043
H -0.349 0.366 -2.763
H 0.750 -1.601 2.005
C -0.536 -1.340 -0.044
N -0.053 0.979 0.145
O -1.282 -0.421 -1.098
O -0.267 1.163 -2.205
*
```

Entry 3:
A molecular structure, C31H47BrEuO2P2 at a distorted geometry. Source: the Open Molecules 2025 dataset; level of theory: the ωB97M-V functional and the def2-TZVPD basis.

Properties
<S²>: 12.0278
Total energy in eV: -144944.273
Orbital gap (spin up / spin down) in eV: 5.827 / 4.464
E_HOMO (spin up / spin down) in eV: -9.22 / -9.22
ΔE to the lowest compared entry with this formula, charge and spin in kJ/mol: 0.0
LUMO energy (spin up / spin down) in eV: -3.39 / -4.75

Geometry as ORCA input:
```
! wB97M-V def2-TZVPD RIJCOSX def2/J DEFGRID3
* xyz 1 7
H -3.591 -1.212 -6.571
H -2.711 -2.718 -7.004
H -1.118 2.323 3.755
H 2.539 0.070 -1.842
H 1.729 3.591 -1.119
H -2.009 -1.618 -8.868
C 2.290 2.902 -0.476
C -1.659 0.510 -9.119
H -1.608 3.448 0.240
H -2.732 -2.129 -5.298
H -2.749 0.620 -9.206
H 3.814 0.666 1.495
H -1.962 -2.696 7.604
H 0.155 -2.704 -3.567
C 2.082 -2.907 -1.070
C -2.893 -4.375 6.580
C -1.786 3.247 -8.927
H -0.298 -1.157 -8.929
C 0.789 -0.768 2.675
H -0.704 4.365 1.452
C 0.158 2.463 0.914
O -3.507 -0.989 2.758
C -3.386 -3.985 4.241
H -1.405 4.191 -8.523
H -3.807 -4.306 3.283
H -1.528 3.172 -9.992
C -0.203 1.533 1.930
H 0.483 -3.616 0.257
C 1.778 -0.641 -2.184
C 0.613 -0.101 -2.559
H -1.557 0.699 3.422
H 1.588 -0.699 3.434
C -2.697 -1.929 3.066
H -0.098 4.254 -0.209
C 1.412 2.075 0.386
H 2.554 -2.445 -0.186
C 1.765 0.831 0.954
C -1.348 1.657 2.903
Br -1.676 -0.454 5.707
P -1.065 1.858 -7.948
H 2.574 -3.885 -1.210
C -0.679 -0.810 -2.854
C 2.299 -2.037 -2.318
C -2.837 -2.711 4.330
H 1.030 -1.722 -7.001
C -0.438 -2.987 -1.502
H 0.532 0.996 -2.548
H 0.977 -1.648 2.037
H 2.949 3.529 0.144
C 3.073 0.143 0.873
H -3.778 -5.825 5.279
C -0.593 3.692 0.589
H -1.221 0.689 -10.112
C 0.649 -3.170 -0.739
H -1.407 -3.302 -1.073
H 3.000 -0.875 1.268
C -1.285 -0.856 -8.559
C -0.609 -2.359 -2.862
H -1.462 -0.481 -2.137
H 1.073 2.921 -8.305
H 3.387 -1.967 -2.461
H 1.266 1.157 -8.227
H -2.966 -4.985 7.481
H 1.891 -2.560 -3.192
C -2.317 -2.255 5.552
H -1.034 -0.449 -3.839
H -1.583 -2.703 -3.263
H -0.136 -0.961 3.237
C 0.646 1.965 -8.627
H 2.952 2.299 -1.107
O -1.708 -2.238 2.294
C -2.346 -3.081 6.675
H 0.364 -2.185 -5.416
C -3.379 -4.813 5.348
C -2.709 -1.830 -6.355
C 0.739 0.456 1.858
H -2.290 2.043 2.447
H 3.483 0.085 -0.139
Eu -2.061 -0.192 1.007
H 0.643 1.920 -9.721
C 0.124 -2.074 -6.484
P -1.213 -0.814 -6.691
H -0.187 -3.045 -6.899
H -2.878 3.236 -8.815
*
```

Entry 4:
2 unconnected molecules or ions with the total composition C5H8O2. Source: the Open Molecules 2025 dataset; level of theory: the ωB97M-V functional and the def2-TZVPD basis.

Properties
Total energy in eV: -9407.823
SMILES: O=CCC=O.C=C
Orbital gap in eV: 10.740
E_HOMO in eV: -10.02
ΔE to the lowest compared entry with this formula, charge and spin in kJ/mol: 193.8
LUMO energy in eV: 0.72

Geometry as ORCA input:
```
! wB97M-V def2-TZVPD RIJCOSX def2/J DEFGRID3
* xyz 0 1
C 0.556 -0.897 1.732
H 0.073 -1.361 -1.377
H -0.928 0.525 2.223
C 0.830 -0.547 -1.382
H 1.047 1.597 -1.365
H -1.729 0.313 -0.773
H 0.803 -1.935 1.518
C -0.961 1.115 -0.747
O 2.005 -0.792 -1.265
H 1.383 -0.191 1.714
C -0.686 -0.512 2.008
H -0.021 0.929 -2.630
C 0.279 0.849 -1.572
H -1.511 -1.221 2.033
O -1.140 2.128 -0.118
*
```

Entry 5:
A single C18H22N2O3S2 molecule. Source: the Open Molecules 2025 dataset; level of theory: the ωB97M-V functional and the def2-TZVPD basis.

Properties
Total energy in eV: -49816.305
SMILES: Cc1ccc(S(=O)(=O)N2CCC[C@H]2C(=O)N(C)Cc2cccs2)cc1
Orbital gap in eV: 9.308
E_HOMO in eV: -8.62
ΔE to the lowest compared entry with this formula, charge and spin in kJ/mol: 65.5
LUMO energy in eV: 0.68

Geometry as ORCA input:
```
! wB97M-V def2-TZVPD RIJCOSX def2/J DEFGRID3
* xyz 0 1
O -1.908 0.313 1.879
C 0.284 3.222 -3.683
H 0.121 -4.291 1.542
H -1.081 -1.962 2.498
C -0.390 0.261 -1.411
H 1.325 0.208 3.848
C -0.724 -2.277 1.517
C 1.504 3.171 0.180
C 2.840 1.340 -0.220
H -2.180 -2.408 -1.401
C -0.823 -3.797 1.320
H -0.333 -3.825 -0.771
O -3.653 -0.316 0.254
H 0.621 4.161 -3.249
H 1.002 0.695 -2.968
C 2.511 -0.299 1.725
O 1.245 -2.060 0.181
S 1.171 2.172 1.536
C -1.220 -3.940 -0.150
C 2.275 0.965 0.959
C 0.171 1.069 -2.388
C -2.155 -2.754 -0.366
C -1.451 0.741 -0.673
C 0.687 -1.757 1.226
H -3.181 -2.978 -0.050
N 1.268 -0.938 2.125
C -1.953 2.011 -0.890
H 3.546 0.730 -0.753
H -1.600 -4.202 1.968
C -0.317 2.346 -2.627
S -2.260 -0.233 0.593
C 2.403 2.607 -0.664
N -1.585 -1.727 0.481
H -0.298 -0.015 3.189
C -1.384 2.811 -1.863
C 0.661 -0.506 3.368
H -1.698 -4.893 -0.367
H -0.458 3.457 -4.445
H -1.770 3.805 -2.037
H 3.108 -0.106 2.623
H 0.523 -1.355 4.041
H 1.128 2.733 -4.162
H 1.006 4.116 0.092
H -2.785 2.349 -0.293
H 2.747 3.072 -1.571
H 3.054 -0.996 1.080
H 0.008 -0.723 -1.223
*
```

Entry 6:
A single C11H10O3 molecule at a distorted geometry. Source: the Open Molecules 2025 dataset; level of theory: the ωB97M-V functional and the def2-TZVPD basis.

Properties
Total energy in eV: -17705.852
SMILES: C#CC#CC=C=C[C@@H](O)CCC(=O)O
Orbital gap in eV: 8.378
E_HOMO in eV: -8.47
ΔE to the lowest compared entry with this formula, charge and spin in kJ/mol: 429.9
LUMO energy in eV: -0.09

Geometry as ORCA input:
```
! wB97M-V def2-TZVPD RIJCOSX def2/J DEFGRID3
* xyz 0 1
H -3.685 -0.259 1.949
C 0.546 2.619 0.917
H 1.047 -4.601 -0.693
C -0.423 1.843 0.547
C -0.139 -3.157 -0.503
C -1.926 -0.099 1.065
C 3.740 3.133 -1.538
H 0.102 -1.097 -0.725
H -1.775 1.044 -0.838
H -1.410 -0.164 2.045
C 4.730 3.136 -2.237
H 0.293 -1.607 0.922
H -2.365 -1.402 -0.615
C -0.321 -1.741 0.019
C -1.807 -1.426 0.317
C 1.663 2.925 0.090
O -1.040 -3.705 -1.057
C 2.607 3.077 -0.669
O -3.285 0.242 1.210
O 1.083 -3.718 -0.338
H 0.400 3.056 1.919
H -2.247 -2.247 0.892
H 5.596 3.122 -2.866
C -1.385 1.025 0.186
*
```

Number 1: molar mass 635.84 Da. Number 2: molar mass 100.08 Da. Number 3: molar mass 745.53 Da. Number 4: molar mass 100.12 Da. Number 5: molar mass 378.52 Da. Number 6: molar mass 190.20 Da.